*A*
The following is a quantum chemistry calculation of a molecular structure, C14H16N2O5S, from the OMol25 dataset.

Results
* E_HOMO: -8.782 eV
* HOMO-LUMO gap: 7.62 eV

Last column: natural (NBO) charge in e.
Positions of all 38 atoms, in Å:
C (3.519, 1.915, -0.152)  -0.6060
C (2.885, 0.602, -0.313)  0.0238
C (2.827, -0.003, -1.531)  -0.1853
C (2.040, -1.324, -1.630)  -0.2643
C (1.383, -1.982, -0.631)  0.2626
C (1.367, -1.209, 0.778)  -0.2466
C (2.013, -0.043, 0.989)  0.0424
C (2.127, 0.830, 2.010)  -0.6736
H (1.572, 0.271, 2.805)  0.2112
H (1.729, 1.748, 2.035)  0.2347
H (3.121, 1.154, 2.471)  0.2394
H (0.841, -1.456, 1.492)  0.1810
O (0.673, -3.167, -0.718)  -0.5985
S (-0.720, -3.034, 0.194)  2.2510
O (-1.505, -4.134, -0.645)  -0.8745
O (-0.611, -3.309, 1.693)  -0.8783
C (-1.432, -1.664, 0.000)  -0.6283
C (-2.000, -0.925, 1.109)  0.2183
N (-2.408, 0.465, 0.893)  -0.3877
C (-2.602, 1.096, -0.137)  0.7044
O (-3.087, 2.156, -0.416)  -0.6446
N (-2.184, 0.486, -1.193)  -0.4688
C (-1.502, -0.775, -1.302)  0.7252
O (-1.134, -1.329, -2.203)  -0.5338
C (-2.135, 1.288, -2.848)  -0.3132
H (-1.670, 0.483, -3.395)  0.2248
H (-3.154, 1.215, -2.814)  0.2235
H (-1.491, 2.183, -2.575)  0.2392
C (-3.119, 0.963, 2.255)  -0.3972
H (-3.382, 1.940, 1.923)  0.2435
H (-2.243, 1.229, 2.839)  0.2278
H (-3.883, 0.382, 2.437)  0.2089
H (-1.890, -1.309, 2.018)  0.2222
H (1.894, -1.957, -2.557)  0.2308
H (3.124, 0.239, -2.376)  0.1845
H (2.844, 2.919, 0.119)  0.1907
H (4.308, 1.861, 0.313)  0.2043
H (3.883, 2.195, -0.939)  0.2066


*B*
The following is a quantum chemistry calculation of C14H16N2O5S in the gas phase, from the OMol25 dataset.

Results
* E_HOMO: -9.601 eV
* SMILES: O=C(O)[C@H]1CC=CC[C@@H]1C(=O)NNS(=O)(=O)c1ccccc1
* HOMO-LUMO gap: 10.28 eV

Last column: natural (NBO) charge in e.
Positions of all 38 atoms, in Å:
O (-1.793, -3.031, 0.451)  -0.5959
C (-1.790, -1.876, 0.791)  0.8044
O (-1.123, -1.419, 1.844)  -0.6889
H (-0.504, -2.101, 2.157)  0.5219
C (-2.533, -0.787, 0.040)  -0.3300
H (-2.921, -1.226, -0.885)  0.2308
C (-1.617, 0.398, -0.283)  -0.3088
C (-0.246, 0.058, -0.832)  0.6892
O (0.669, 0.859, -0.820)  -0.6215
N (-0.078, -1.159, -1.424)  -0.4753
N (1.216, -1.599, -1.692)  -0.6548
H (1.694, -0.970, -2.329)  0.3958
S (2.164, -1.863, -0.284)  2.2619
O (3.183, -2.781, -0.687)  -0.9143
O (1.234, -2.255, 0.738)  -0.9667
C (2.950, -0.324, 0.176)  -0.2231
C (3.976, 0.147, -0.616)  -0.2219
C (4.596, 1.337, -0.271)  -0.2061
C (4.182, 2.027, 0.857)  -0.1863
C (3.157, 1.533, 1.649)  -0.2043
C (2.533, 0.345, 1.307)  -0.1995
H (1.728, -0.067, 1.894)  0.2374
H (2.843, 2.073, 2.528)  0.2193
H (4.664, 2.956, 1.123)  0.2172
H (5.397, 1.725, -0.881)  0.2200
H (4.284, -0.425, -1.477)  0.2303
H (-0.719, -1.926, -1.276)  0.4200
C (-2.349, 1.332, -1.254)  -0.4269
C (-3.731, 1.629, -0.759)  -0.1880
C (-4.334, 0.930, 0.188)  -0.1760
C (-3.718, -0.260, 0.860)  -0.4302
H (-4.467, -1.046, 0.977)  0.2267
H (-3.376, 0.018, 1.862)  0.2260
H (-5.325, 1.198, 0.523)  0.2098
H (-4.229, 2.466, -1.226)  0.2110
H (-1.784, 2.261, -1.362)  0.2359
H (-2.406, 0.870, -2.246)  0.2151
H (-1.427, 0.953, 0.642)  0.2458


Stability ranking, top and bottom: *B* is the most stable and *A* is the least stable.